Version A
ORCA calculation (the ωB97M-V functional and the def2-TZVPD basis) on a structure of composition C16H20CoI2N2S2.

Last column: Löwdin spin population.
CARTESIAN COORDINATES (ANGSTROEM)
Co  0.256  -0.794  -0.119  2.55
C  4.013  -1.376  1.645  0.01
C  2.834  -1.911  2.465  0.00
C  2.731  -3.425  2.293  0.00
C  1.531  -1.183  2.197  0.04
C  1.467  0.218  2.254  0.06
C  0.258  0.895  2.194  0.04
C  -0.962  0.217  2.074  0.02
C  -2.271  0.946  2.127  0.00
C  -0.911  -1.172  1.970  -0.01
C  0.315  -1.859  2.028  0.00
H  4.931  -1.867  1.967  0.00
H  4.153  -0.302  1.764  0.00
H  3.869  -1.587  0.586  0.01
H  3.057  -1.710  3.519  0.00
H  2.469  -3.682  1.262  0.00
H  2.000  -3.869  2.970  0.00
H  3.696  -3.878  2.511  0.00
H  2.377  0.789  2.378  0.00
H  0.254  1.975  2.287  0.00
H  -2.551  1.116  3.168  0.00
H  -3.068  0.369  1.660  0.00
H  -2.211  1.920  1.642  0.00
H  -1.833  -1.740  1.955  0.00
H  0.291  -2.940  2.066  0.00
N  -2.750  3.046  -5.220  0.00
C  -2.251  3.478  -4.056  0.00
S  -2.124  5.095  -3.740  0.00
C  -1.827  2.451  -3.064  0.00
C  -1.945  1.081  -3.292  0.00
C  -1.506  0.186  -2.335  0.01
N  -0.953  0.558  -1.179  0.04
C  -0.847  1.874  -0.952  0.01
C  -1.270  2.832  -1.844  0.00
H  -3.026  3.729  -5.905  0.00
H  -2.836  2.072  -5.451  0.00
H  -2.370  0.673  -4.198  0.00
H  -1.607  -0.876  -2.511  0.00
H  -0.383  2.173  -0.023  0.00
H  -1.158  3.879  -1.605  0.00
S  2.049  -0.390  -1.157  1.15
I  -0.181  -3.313  -1.069  0.05
I  -1.707  -3.701  -3.262  0.00

Calculated values
Frontier orbital gap (alpha / beta) ... 5.9694 / 5.9775 eV
Charge ... +1
⟨S²⟩ ... 6.0285
Spin multiplicity ... 5


Version B
ORCA calculation (the ωB97M-V functional and the def2-TZVPD basis) on a structure of composition C16H20CoI2N2S2.

Last column: Löwdin spin population.
CARTESIAN COORDINATES (ANGSTROEM)
Co  0.556  -1.443  -0.273  2.56
C  4.371  1.442  -1.098  0.00
C  3.353  0.346  -1.420  0.00
C  2.388  0.796  -2.516  0.00
C  2.620  -0.077  -0.166  0.02
C  2.766  -1.366  0.371  0.01
C  2.070  -1.764  1.517  0.01
C  1.197  -0.888  2.176  0.02
C  0.421  -1.344  3.380  0.00
C  1.082  0.405  1.660  0.05
C  1.770  0.800  0.515  0.03
H  4.955  1.681  -1.988  0.00
H  5.063  1.140  -0.311  0.00
H  3.871  2.359  -0.777  0.00
H  3.898  -0.533  -1.776  0.00
H  1.837  1.690  -2.207  0.00
H  1.668  0.017  -2.776  0.00
H  2.938  1.055  -3.420  0.00
H  3.412  -2.078  -0.126  0.00
H  2.193  -2.774  1.889  0.00
H  1.078  -1.825  4.106  0.00
H  -0.337  -2.080  3.101  0.00
H  -0.077  -0.510  3.871  0.00
H  0.413  1.108  2.142  0.00
H  1.621  1.803  0.132  0.00
N  -5.900  1.313  -0.139  0.00
C  -4.784  1.977  -0.483  0.00
S  -4.684  3.556  -0.855  0.00
C  -3.543  1.128  -0.424  0.00
C  -3.286  0.300  0.660  0.00
C  -2.104  -0.414  0.697  0.00
N  -1.195  -0.345  -0.283  0.04
C  -1.457  0.440  -1.341  0.00
C  -2.603  1.193  -1.445  0.00
H  -6.771  1.818  -0.124  0.00
H  -5.915  0.314  -0.027  0.00
H  -3.982  0.220  1.484  0.00
H  -1.875  -1.070  1.527  0.00
H  -0.707  0.454  -2.123  0.00
H  -2.774  1.832  -2.300  0.00
S  0.568  -2.846  -2.010  0.36
I  -0.757  -3.830  -0.215  0.20
I  -3.356  -4.001  1.399  0.68

Calculated values
Frontier orbital gap (alpha / beta) ... 7.7213 / 5.4060 eV
Charge ... +1
⟨S²⟩ ... 6.0519
Spin multiplicity ... 5


Pick version B: it beats the second-best structure by 75.6 kJ/mol.


Version A
ORCA calculation (the ωB97M-V functional and the def2-TZVPD basis) on a cluster of 2 separate species, C2H12N4 in total.

Last column: Löwdin charge in e.
CARTESIAN COORDINATES (ANGSTROEM)
N  -1.783  0.039  -0.967  0.01
C  -2.297  -0.462  0.289  -0.39
N  -2.126  0.467  1.410  -0.02
H  -0.795  0.247  -0.886  0.00
H  -2.281  0.861  -1.280  0.07
H  -1.823  -1.438  0.449  0.10
H  -3.369  -0.638  0.197  0.10
H  -1.286  1.029  1.334  0.04
H  -2.017  -0.009  2.300  0.05
N  2.843  -0.102  0.443  0.00
C  1.677  -0.387  -0.377  -0.39
N  1.419  0.604  -1.412  -0.01
H  2.566  0.406  1.276  0.06
H  3.274  -0.956  0.782  0.06
H  0.766  -0.513  0.218  0.08
H  1.774  -1.357  -0.873  0.11
H  2.278  0.725  -1.933  0.07
H  1.178  1.483  -0.971  0.06

Calculated values
Frontier orbital gap ... 9.9085 eV
SMILES string ... NCN.NCN


Version B
ORCA calculation (the ωB97M-V functional and the def2-TZVPD basis) on a cluster of 2 separate species, C2H12N4 in total.

Last column: Löwdin charge in e.
CARTESIAN COORDINATES (ANGSTROEM)
N  -3.343  0.362  -0.218  -0.02
C  -2.063  0.976  -0.412  -0.41
N  -1.191  0.247  -1.398  -0.03
H  -3.867  0.380  -1.078  0.06
H  -3.840  0.862  0.522  0.07
H  -1.541  0.953  0.564  0.10
H  -2.020  1.994  -0.818  0.09
H  -1.891  -0.192  -2.032  0.06
H  -0.729  -0.478  -0.743  0.07
N  3.396  -0.274  0.098  -0.02
C  1.988  -0.582  0.275  -0.44
N  1.607  -0.582  1.647  0.00
H  3.951  -0.624  0.881  0.06
H  3.804  -0.611  -0.760  0.06
H  1.786  -1.633  -0.126  0.11
H  1.430  -0.025  -0.479  0.07
H  0.723  -1.027  1.913  0.08
H  1.800  0.253  2.162  0.06

Calculated values
Frontier orbital gap ... 9.6485 eV
SMILES string ... NCN.NCN


Pick version A: it beats the second-best structure by 64.0 kJ/mol.


Version A
ORCA calculation (the ωB97M-V functional and the def2-TZVPD basis) on the molecule C3H3ClO2.

Last column: Löwdin charge in e.
CARTESIAN COORDINATES (ANGSTROEM)
C  0.016  -0.037  -0.292  -0.56
C  2.046  0.117  -0.721  -0.50
C  -1.369  -0.066  0.172  0.04
O  0.759  1.023  -0.206  -0.02
O  0.789  -0.926  -0.635  0.03
Cl  3.058  -0.052  0.587  0.68
H  -2.161  -0.445  -0.513  0.11
H  -1.617  0.935  0.356  0.06
H  -1.520  -0.548  1.252  0.16

Calculated values
Frontier orbital gap ... 9.2337 eV


Version B
ORCA calculation (the ωB97M-V functional and the def2-TZVPD basis) on the molecule C3H3ClO2.

Last column: Löwdin charge in e.
CARTESIAN COORDINATES (ANGSTROEM)
C  0.730  -0.301  -0.828  -0.01
C  -0.019  0.755  0.050  -0.46
O  0.368  1.893  0.031  0.11
C  -1.087  -0.035  0.797  -0.79
O  -2.080  -0.490  0.381  0.11
Cl  -0.504  -0.411  2.410  0.71
H  1.611  0.444  -1.070  0.13
H  -0.022  -0.646  -1.568  0.09
H  1.003  -1.210  -0.204  0.10

Calculated values
Frontier orbital gap ... 10.4083 eV
SMILES string ... CC(=O)C(=O)Cl


Pick version B: it beats the second-best structure by 258.7 kJ/mol.


Version A
ORCA calculation (the ωB97M-V functional and the def2-TZVPD basis) on the molecule C3H3ClO2.

Last column: Löwdin charge in e.
CARTESIAN COORDINATES (ANGSTROEM)
C  0.144  -0.312  -0.312  0.05
C  -0.885  -1.310  -0.014  -0.44
O  -1.592  -1.569  1.233  0.09
C  -1.034  -2.585  0.466  -0.87
Cl  -0.309  -4.063  0.700  0.82
O  -1.648  -2.176  -0.771  0.08
H  0.919  -0.295  0.340  0.06
H  -0.273  0.697  -0.424  0.10
H  0.376  -0.662  -1.317  0.11

Calculated values
Frontier orbital gap ... 9.7609 eV
SMILES string ... C[C@]12O[C@@]1(Cl)O2


Version B
ORCA calculation (the ωB97M-V functional and the def2-TZVPD basis) on the molecule C3H3ClO2.

Last column: Löwdin charge in e.
CARTESIAN COORDINATES (ANGSTROEM)
C  -0.968  0.032  0.380  -0.01
C  0.108  -0.719  -0.376  -0.45
O  0.042  -1.834  -0.847  0.13
C  1.111  0.376  -0.473  -0.77
O  1.150  1.320  -1.192  0.11
Cl  2.279  0.157  0.844  0.71
H  -1.530  -0.625  0.948  0.06
H  -1.726  0.485  -0.324  0.13
H  -0.467  0.807  1.041  0.11

Calculated values
Frontier orbital gap ... 10.5914 eV
SMILES string ... CC(=O)C(=O)Cl


Pick version B: it beats the second-best structure by 339.6 kJ/mol.